This record from OMol25 describes 13 unconnected molecules or ions with the total composition C26H67N16O27P2 in a non-equilibrium geometry. The level of theory is wB97M-V/def2-TZVPD.

DFT total energy   -125698.8908 eV
Net charge   +1
2S+1   1
Maximum force   12.11 eV Å⁻¹

Last column: Löwdin charge in e.
Atoms and positions in Å:
C  -2.718  -1.473  -5.010  -0.105
O  -1.986  -1.263  -3.735  -0.264
C  -1.124  -0.083  -3.894  -0.165
C  -0.535  0.527  -2.468  -0.274
C  0.193  1.972  -2.894  -0.128
C  -0.850  3.100  -3.453  -0.263
N  -0.825  4.421  -2.695  -0.035
C  0.650  -0.489  -1.983  -0.076
C  0.577  -1.025  -0.450  -0.490
O  0.344  -2.456  -0.252  -0.096
C  -0.664  -3.029  -1.143  -0.118
N  -1.182  -3.738  -2.125  0.172
P  2.370  -0.772  0.292  0.957
C  3.409  -2.129  -0.640  -0.280
C  2.302  -1.445  2.107  -0.289
N  -0.325  -0.213  0.472  -0.172
N  0.155  1.034  0.813  0.062
C  -1.739  -0.031  -0.032  -0.315
P  -2.765  0.987  1.275  0.947
C  -2.145  0.601  3.064  -0.292
C  -4.533  0.173  1.236  -0.276
C  -1.673  0.907  -1.368  -0.255
O  -3.066  0.924  -1.928  -0.085
H  -2.018  -1.778  -5.905  0.106
H  -3.458  -2.390  -4.838  0.114
H  -3.404  -0.541  -5.259  0.111
H  -1.716  0.692  -4.537  0.128
H  -0.156  -0.365  -4.533  0.145
H  1.046  1.771  -3.695  0.120
H  0.749  2.454  -1.954  0.117
H  -1.953  2.700  -3.542  0.115
H  -0.510  3.359  -4.563  0.124
H  -0.342  5.108  -3.339  0.082
H  -1.828  4.764  -2.667  0.077
H  0.761  -1.342  -2.811  0.150
H  1.671  0.124  -2.084  0.118
H  3.191  -2.138  -1.792  0.060
H  2.979  -3.159  -0.220  0.053
H  4.541  -2.031  -0.361  0.057
H  2.360  -2.622  2.058  0.046
H  1.315  -1.172  2.673  0.038
H  3.193  -1.046  2.779  0.080
H  -0.396  -0.768  1.375  0.161
H  0.662  1.060  1.721  0.121
H  0.650  1.525  0.042  0.093
H  -2.347  -1.026  -0.177  0.152
H  -2.966  0.759  3.887  0.066
H  -1.672  -0.474  3.122  0.039
H  -1.276  1.394  3.264  0.052
H  -5.082  0.325  0.214  0.060
H  -4.322  -0.992  1.375  0.060
H  -5.177  0.483  2.180  0.042
H  -1.510  2.024  -0.975  0.141
H  -3.447  1.851  -1.873  0.111
C  -3.219  5.738  1.470  0.048
N  -3.510  4.315  1.145  -0.414
O  -3.534  3.513  2.086  -0.033
O  -3.705  4.043  -0.045  0.020
H  -3.069  5.831  2.547  0.100
H  -2.314  6.021  0.928  0.098
H  -4.077  6.331  1.147  0.103
C  3.380  2.553  -6.800  0.042
N  3.278  3.263  -5.497  -0.413
O  2.169  3.713  -5.183  0.019
O  4.313  3.348  -4.826  0.063
H  2.399  2.553  -7.281  0.100
H  4.109  3.089  -7.411  0.112
H  3.708  1.532  -6.595  0.044
C  5.139  -5.949  0.404  0.048
N  5.558  -4.584  -0.016  -0.436
O  5.919  -3.805  0.874  0.040
O  5.512  -4.334  -1.226  0.037
H  5.229  -6.028  1.489  0.095
H  4.101  -6.085  0.092  0.095
H  5.799  -6.663  -0.091  0.084
C  1.772  4.364  0.614  0.023
N  1.670  5.074  1.918  -0.418
O  0.561  5.524  2.232  0.036
O  2.704  5.160  2.589  0.064
H  0.791  4.365  0.134  0.084
H  2.501  4.900  0.003  0.072
H  2.100  3.343  0.820  0.084
C  -6.382  0.868  5.579  0.032
N  -5.958  -0.435  4.999  -0.407
O  -5.481  -1.271  5.775  0.049
O  -6.118  -0.582  3.782  0.014
H  -6.185  0.858  6.653  0.081
H  -5.801  1.652  5.088  0.077
H  -7.450  0.984  5.384  0.105
C  8.999  -5.568  -0.393  0.053
N  9.020  -7.048  -0.546  -0.413
O  7.943  -7.644  -0.432  0.043
O  10.118  -7.569  -0.776  0.071
H  7.974  -5.248  -0.194  0.063
H  9.652  -5.314  0.445  0.109
H  9.365  -5.135  -1.326  0.110
C  2.611  9.062  -0.337  0.049
N  2.404  7.720  -0.946  -0.403
O  1.570  7.633  -1.854  0.063
O  3.086  6.793  -0.494  0.028
H  1.949  9.779  -0.829  0.099
H  2.372  8.983  0.725  0.105
H  3.657  9.336  -0.490  0.107
C  -4.751  -1.006  9.741  0.041
N  -5.335  0.350  9.552  -0.422
O  -6.372  0.611  10.174  0.061
O  -4.737  1.113  8.785  0.031
H  -5.377  -1.567  10.438  0.099
H  -4.728  -1.494  8.765  0.094
H  -3.744  -0.877  10.145  0.102
C  3.684  -2.235  -6.003  0.049
N  4.103  -0.871  -6.423  -0.413
O  4.464  -0.091  -5.533  0.040
O  4.057  -0.621  -7.633  0.068
H  3.774  -2.315  -4.918  0.088
H  2.646  -2.372  -6.315  0.103
H  4.345  -2.950  -6.498  0.109
C  1.557  -6.295  2.113  0.029
N  2.479  -7.434  2.370  -0.425
O  3.447  -7.223  3.110  0.047
O  2.205  -8.508  1.822  0.068
H  1.919  -5.418  2.656  0.087
H  1.556  -6.108  1.038  0.091
H  0.567  -6.586  2.468  0.105
C  -6.983  5.731  6.149  0.046
N  -6.962  4.251  5.996  -0.400
O  -8.039  3.655  6.110  0.070
O  -5.864  3.730  5.765  0.033
H  -8.008  6.051  6.347  0.100
H  -6.330  5.985  6.987  0.106
H  -6.617  6.164  5.216  0.100
C  -1.406  -6.419  -4.322  0.020
N  -0.478  -7.317  -5.060  -0.428
O  0.000  -6.892  -6.118  0.047
O  -0.255  -8.424  -4.556  0.055
H  -1.510  -5.484  -4.877  0.087
H  -2.368  -6.930  -4.245  0.104
H  -0.974  -6.236  -3.336  0.076



This record from OMol25 describes 6 unconnected molecules or ions with the total composition C26H68N8O10 in a non-equilibrium geometry. The level of theory is wB97M-V/def2-TZVPD.

DFT total energy   -60454.9227 eV
SMILES   COCCNCCOC.COCCNCCOC.COCCNCCOC.COCCNCCOC.NC(N)=O.NC(N)=O
Net charge   0
Energy above the lowest of the compared OMol25 structures with the same formula, charge and spin   3.233 eV
2S+1   1
Maximum force   3.87 eV Å⁻¹

Last column: Löwdin charge in e.
Atoms and positions in Å:
C  0.512  -5.705  -4.604  -0.766
O  0.215  -5.740  -3.438  0.017
N  1.220  -4.668  -5.117  0.163
N  0.117  -6.663  -5.424  0.135
H  1.605  -3.850  -4.633  0.066
H  1.369  -4.757  -6.137  0.110
H  0.754  -6.991  -6.195  0.133
H  -0.277  -7.325  -4.747  0.118
C  1.804  -2.132  -2.475  -0.610
O  1.790  -2.000  -3.761  -0.078
N  2.106  -1.095  -1.643  0.204
N  1.570  -3.335  -1.931  0.172
H  2.262  -1.262  -0.654  0.079
H  2.156  -0.243  -2.130  0.038
H  1.638  -3.370  -0.917  0.078
H  1.399  -4.188  -2.495  0.087
C  -0.565  0.813  2.246  -0.072
O  -0.979  -0.444  2.834  -0.238
C  -2.376  -0.596  3.059  -0.189
C  -2.903  0.212  4.309  -0.189
N  -2.375  -0.199  5.597  -0.068
C  -0.951  0.014  5.750  -0.207
C  -0.636  -0.007  7.249  -0.206
O  -1.090  -1.270  7.804  -0.208
C  -1.038  -1.273  9.220  -0.131
H  0.360  1.116  2.699  0.081
H  -1.273  1.620  2.379  0.087
H  -0.318  0.699  1.220  0.056
H  -2.407  -1.624  3.303  0.103
H  -2.999  -0.437  2.156  0.110
H  -3.994  0.012  4.263  0.119
H  -2.748  1.305  4.293  0.114
H  -2.641  -1.142  5.761  0.099
H  -0.749  1.025  5.305  0.137
H  -0.389  -0.771  5.253  0.107
H  -1.160  0.866  7.668  0.119
H  0.434  0.090  7.482  0.118
H  -1.532  -0.403  9.657  0.079
H  0.060  -1.169  9.538  0.095
H  -1.296  -2.275  9.643  0.095
C  -4.429  4.952  -4.832  -0.109
O  -4.089  4.441  -3.543  -0.209
C  -5.064  4.594  -2.496  -0.224
C  -4.361  4.616  -1.222  -0.257
N  -3.500  3.542  -0.875  -0.032
C  -4.245  2.294  -0.682  -0.209
C  -3.333  1.166  -0.390  -0.203
O  -2.222  1.254  -1.291  -0.221
C  -2.188  0.295  -2.313  -0.077
H  -5.274  4.447  -5.312  0.085
H  -3.540  4.764  -5.407  0.074
H  -4.575  6.073  -4.844  0.100
H  -5.744  3.765  -2.538  0.110
H  -5.500  5.559  -2.783  0.125
H  -5.052  4.704  -0.400  0.119
H  -3.758  5.554  -1.262  0.137
H  -2.801  3.389  -1.571  0.084
H  -4.847  2.055  -1.518  0.096
H  -5.001  2.457  0.104  0.133
H  -3.851  0.135  -0.438  0.150
H  -2.883  1.118  0.645  0.103
H  -1.415  0.558  -2.988  0.080
H  -3.132  0.228  -2.781  0.078
H  -1.928  -0.676  -1.936  0.079
C  7.054  1.883  -0.312  -0.128
O  6.161  1.244  -1.186  -0.224
C  5.531  2.171  -2.067  -0.209
C  4.374  1.408  -2.675  -0.211
N  3.827  2.123  -3.799  -0.075
C  2.471  1.849  -4.054  -0.255
C  1.515  2.651  -3.222  -0.215
O  1.207  2.049  -1.937  -0.211
C  0.383  2.886  -1.028  -0.053
H  6.610  2.674  0.343  0.098
H  7.820  2.404  -0.879  0.080
H  7.451  1.015  0.201  0.091
H  6.231  2.426  -2.940  0.143
H  5.364  3.111  -1.545  0.116
H  3.450  1.290  -2.046  0.098
H  4.737  0.380  -2.807  0.134
H  4.324  1.898  -4.636  0.107
H  2.216  0.769  -4.047  0.114
H  2.209  2.253  -5.139  0.164
H  0.604  2.860  -3.725  0.102
H  2.098  3.586  -3.139  0.129
H  0.995  3.465  -0.362  0.071
H  -0.068  2.175  -0.341  0.051
H  -0.404  3.523  -1.435  0.082
C  3.682  0.539  0.976  -0.089
O  2.670  -0.345  1.393  -0.215
C  3.162  -1.385  2.176  -0.234
C  1.897  -2.178  2.551  -0.172
N  1.084  -2.567  1.358  -0.051
C  -0.084  -3.387  1.719  -0.190
C  -1.182  -2.972  0.705  -0.214
O  -2.351  -3.756  0.991  -0.180
C  -2.448  -4.844  0.110  -0.138
H  3.246  1.526  0.784  0.101
H  4.184  0.232  0.066  0.069
H  4.441  0.573  1.735  0.082
H  3.573  -1.075  3.105  0.105
H  3.944  -2.027  1.658  0.148
H  1.295  -1.506  3.131  0.088
H  2.149  -3.052  3.194  0.133
H  0.679  -1.700  1.012  0.075
H  -0.452  -3.261  2.727  0.105
H  0.050  -4.511  1.544  0.138
H  -0.777  -3.039  -0.292  0.101
H  -1.390  -1.922  0.895  0.097
H  -2.058  -5.790  0.603  0.100
H  -1.903  -4.805  -0.837  0.076
H  -3.511  -4.965  -0.248  0.096



no.,HOMO-LUMO gap (eV)
1,7.47
2,9.20